1.
The following is a DFT calculation (ωB97M-V/def2-TZVPD) of an isolated molecule of C24H30N4O3S.

Last column: Mulliken charge in e.
Atoms and positions in Å:
C 3.2861 2.0082 -2.0856  -1.010
O 2.7711 1.1012 -1.1440  -0.235
C 1.7841 0.2326 -1.5241  1.388
C 1.0742 0.3618 -2.7105  -0.613
C 0.0590 -0.5137 -3.0514  -1.121
C -0.2518 -1.5810 -2.2272  0.907
C -1.3497 -2.5454 -2.5808  -1.355
C -2.5858 -2.3715 -1.6849  -0.694
N -2.3794 -2.8954 -0.3546  -0.151
C -2.3678 -2.1467 0.7612  0.612
O -2.5737 -0.9428 0.7463  -0.812
C -2.0791 -2.9014 2.0413  -1.014
C -0.6269 -2.6648 2.5124  0.978
C -0.5499 -1.9713 3.8720  -1.343
C -0.9478 -0.4950 3.8246  -0.880
C 0.0461 0.3648 3.0401  -0.212
N -0.4787 0.7646 1.7528  0.155
C 0.1243 1.7110 1.0394  0.555
N 1.2337 2.2205 1.5360  -0.562
C 1.8728 3.2172 0.9275  -0.600
S 3.3187 3.8083 1.4624  -0.368
N 1.3152 3.7940 -0.1962  0.086
C 0.2242 3.2673 -0.8238  -0.362
C -0.2360 3.7853 -2.0370  -0.668
C -1.3252 3.2134 -2.6557  -0.620
C -1.9715 2.1266 -2.0777  -0.979
C -1.5313 1.6111 -0.8760  -0.286
C -0.4297 2.1694 -0.2304  1.151
C 0.4727 -1.7315 -1.0557  0.188
C 1.4675 -0.8400 -0.6676  -0.758
O 2.0263 -1.1307 0.5394  -0.513
C 3.1844 -0.4599 1.0043  -0.901
H 4.0673 2.5522 -1.5561  0.303
H 2.5277 2.7150 -2.4362  0.296
H 3.7166 1.4865 -2.9471  0.394
H 1.3021 1.1729 -3.3830  0.421
H -0.4788 -0.3621 -3.9750  0.251
H -0.9908 -3.5741 -2.4900  0.399
H -1.6539 -2.3832 -3.6155  0.420
H -2.8277 -1.3126 -1.5798  0.248
H -3.4396 -2.8890 -2.1367  0.388
H -2.1631 -3.8779 -0.2876  0.288
H -2.2680 -3.9660 1.8990  0.375
H -2.7719 -2.5363 2.8008  0.472
H -0.1153 -3.6264 2.5817  0.441
H -0.0854 -2.0613 1.7834  -0.863
H -1.1941 -2.4967 4.5815  0.413
H 0.4742 -2.0442 4.2440  0.462
H -1.9389 -0.3912 3.3803  0.420
H -1.0103 -0.1260 4.8494  0.365
H 0.9874 -0.1745 2.8911  -0.006
H 0.2934 1.2808 3.5849  0.613
H -1.2868 0.2712 1.3890  0.082
H 1.8162 4.5715 -0.6061  0.367
H 0.2734 4.6307 -2.4779  0.440
H -1.6765 3.6124 -3.5960  0.398
H -2.8251 1.6874 -2.5711  0.467
H -2.0446 0.7721 -0.4377  0.638
H 0.2900 -2.5711 -0.4036  0.662
H 3.4608 -0.9829 1.9202  0.288
H 2.9816 0.5879 1.2295  0.273
H 4.0039 -0.5315 0.2879  0.325

Results
total charge	0
HOMO energy	-0.2740	Ha
gap between HOMO and LUMO	7.9	eV
structure (SMILES)	COc1ccc(CCNC(=O)CCCCCNc2nc(=S)[nH]c3ccccc23)cc1OC

***

2.
The following is a DFT calculation (ωB97M-V/def2-TZVPD) of a 8-piece molecular cluster, C11H29N7O16 overall.

Last column: Mulliken charge in e.
Atoms and positions in Å:
C 2.1868 5.9485 0.7396  -0.743
N 1.1742 5.0988 -0.0509  0.818
O 1.6174 4.0879 -0.5447  -0.453
O -0.0058 5.4478 -0.0031  -0.483
H 2.8438 6.3817 -0.0145  0.304
H 2.6483 5.1333 1.2969  0.261
H 1.7900 6.6722 1.4516  0.288
C -5.6157 -2.1067 1.4704  -0.705
N -5.7505 -1.9873 0.0028  0.880
O -6.9521 -1.9179 -0.4189  -0.533
O -4.8366 -2.1334 -0.7242  -0.459
H -4.5932 -2.4147 1.6892  0.193
H -6.4054 -2.7939 1.7742  0.306
H -5.6349 -1.0871 1.8551  0.313
C -1.9113 2.0532 3.6774  -0.728
N -1.2492 2.8128 2.5788  0.872
O -1.7064 2.6322 1.4379  -0.488
O -0.3893 3.6507 2.8924  -0.513
H -2.6870 2.7373 4.0214  0.336
H -1.2068 1.7021 4.4314  0.294
H -2.4021 1.1943 3.2198  0.206
C -2.7662 -2.9258 -2.8205  -0.458
N -1.5688 -3.8195 -3.0283  0.937
O -1.6449 -4.7887 -3.7374  -0.554
O -0.5487 -3.4573 -2.4036  -0.526
H -2.5430 -2.2010 -2.0376  -0.012
H -3.6091 -3.5966 -2.6544  0.292
H -2.8043 -2.4616 -3.8060  0.354
C 5.6177 2.1338 1.1457  -0.767
N 5.9233 1.0719 0.2317  0.941
O 6.5139 0.0841 0.6790  -0.557
O 5.5247 1.2153 -0.8926  -0.481
H 6.5100 2.6320 1.5248  0.316
H 5.1813 1.7961 2.0857  0.331
H 4.8103 2.6733 0.6504  0.243
C 3.6892 2.3866 -3.3593  -0.577
N 3.0256 2.8290 -4.6392  0.901
O 3.1321 4.0287 -4.9385  -0.548
O 2.5158 1.9841 -5.2853  -0.526
H 4.0375 3.2048 -2.7289  0.267
H 4.4949 1.7462 -3.7181  0.344
H 2.9375 1.7985 -2.8329  0.139
C -1.1645 -6.0934 0.6424  -0.797
N -2.4595 -5.6160 0.2423  0.839
O -2.9620 -4.6435 0.8357  -0.448
O -2.9493 -6.1128 -0.7584  -0.501
H -0.5291 -5.3180 1.0702  0.232
H -0.5756 -6.4418 -0.2062  0.359
H -1.1629 -6.9260 1.3459  0.328
C -1.0522 -2.2246 0.6842  -0.394
C -1.1078 -0.6468 0.4829  0.282
O 0.1675 -0.2018 0.1570  -0.324
C 0.9422 0.3982 1.0096  0.550
C 2.1506 0.9521 0.3328  -0.557
O 0.8876 0.3670 2.2413  -0.649
H -1.9397 -2.2926 1.3134  0.209
H -0.3065 -2.7284 1.2992  0.382
H -1.2898 -2.7893 -0.2174  -0.183
H -1.7733 -0.4440 -0.3562  0.252
H -1.5291 -0.0139 1.2639  -0.266
H 2.6844 1.6653 0.9609  0.154
H 1.8753 1.5495 -0.5363  0.118
H 2.7506 0.1152 -0.0245  0.383

Results
total charge	0
HOMO energy	-0.3821	Ha
gap between HOMO and LUMO	10.1	eV
structure (SMILES)	C[N+](=O)[O-].C[N+](=O)[O-].C[N+](=O)[O-].C[N+](=O)[O-].C[N+](=O)[O-].C[N+](=O)[O-].C[N+](=O)[O-].CCOC(C)=O

***

3.
The following is a DFT calculation (ωB97M-V/def2-TZVPD) of C37H46F6N3OP3PdSbSe3Te as an isolated structure.

Last column: Löwdin spin population.
Atoms and positions in Å:
Pd -11.5011 -16.8608 9.6109  0.003
Se -14.0142 -19.6404 7.6738  0.378
Se -15.1820 -19.3690 5.8555  0.443
Te -15.4014 -19.2596 9.6105  0.112
Se -13.1819 -19.0175 10.5844  0.019
O -11.1688 -22.3143 6.3667  0.000
P -10.0985 -23.0545 5.6598  0.000
N -9.5916 -22.2938 4.3038  0.000
C -8.8493 -22.8838 3.1677  0.000
C -9.1848 -21.8928 2.0507  0.000
C -9.2500 -20.5406 2.7859  0.000
C -9.9444 -20.9203 4.1113  0.000
N -8.7909 -23.1620 6.7222  0.000
C -7.4039 -23.2769 6.3726  0.000
C -6.6068 -23.2880 7.6937  0.000
C -7.5760 -22.7288 8.7892  0.000
C -9.0325 -23.0425 8.1537  0.000
N -10.4790 -24.5692 5.1786  0.000
C -10.0630 -25.7698 5.8606  0.000
C -10.8967 -26.9470 5.2556  0.000
C -12.1088 -26.3044 4.6640  0.000
C -11.8225 -24.7889 4.5702  0.000
H -9.1575 -23.9252 2.8194  0.000
H -7.7142 -22.8981 3.3831  0.000
H -10.1591 -22.0319 1.5590  0.000
H -8.5854 -21.8821 1.1675  0.000
H -9.8211 -19.8053 2.2231  0.000
H -8.2454 -20.1580 2.9680  0.000
H -11.0424 -20.8172 3.9646  0.000
H -9.6658 -20.3196 4.9530  0.000
H -7.1283 -22.4375 5.6840  0.000
H -7.2077 -24.2040 5.8556  0.000
H -5.7009 -22.7245 7.6025  0.000
H -6.3633 -24.3188 7.9931  0.000
H -7.5678 -21.5860 8.7891  0.000
H -7.4687 -23.0559 9.8120  0.000
H -9.7489 -22.2438 8.3328  0.000
H -9.4741 -23.9298 8.5757  0.000
H -10.2582 -25.6143 6.9782  0.000
H -8.9714 -26.0154 5.7476  0.000
H -11.1921 -27.6670 6.0457  0.000
H -10.3655 -27.4627 4.4733  0.000
H -12.9993 -26.4201 5.3320  0.000
H -12.4689 -26.7827 3.7604  0.000
H -12.5650 -24.1496 5.1001  0.000
H -11.7095 -24.5514 3.5137  0.000
F -10.5002 -18.6396 9.3681  0.000
Sb -7.9694 -17.7130 8.1718  0.000
F -7.6273 -17.7297 10.1033  0.000
F -7.6779 -19.8065 8.1915  0.000
F -6.3130 -17.0884 7.4130  0.000
F -11.3049 -16.2472 6.9581  0.000
F -8.7494 -15.7283 8.4128  0.000
C -11.4823 -13.6360 7.2411  0.000
P -12.1913 -15.1920 7.8076  0.000
C -13.7131 -15.4306 6.8624  0.001
C -13.6583 -15.1035 5.4625  0.004
C -14.8116 -15.3050 4.6733  0.003
C -15.9352 -16.0186 5.1432  0.012
C -15.9177 -16.3540 6.4929  0.010
C -14.8290 -16.1171 7.3578  0.009
C -12.5064 -14.8572 9.5539  0.000
C -11.4039 -15.0727 10.5082  0.000
C -11.6678 -15.1597 11.9011  0.001
C -12.9888 -14.9062 12.2991  0.000
C -14.0228 -14.7032 11.3549  0.000
C -13.8072 -14.6028 10.0193  0.000
P -11.4290 -12.4996 8.6474  0.000
C -12.2733 -11.1031 7.8280  0.000
C -13.4305 -10.6284 8.4739  0.000
C -14.1416 -9.6068 7.8426  0.000
C -13.6698 -9.0356 6.6224  0.000
C -12.5156 -9.5440 6.0202  0.000
C -11.7809 -10.4887 6.7188  0.000
C -9.6869 -11.9941 8.5837  0.000
C -8.7137 -12.9500 8.5767  0.000
C -7.3656 -12.6784 8.7636  0.000
C -6.9187 -11.3627 8.7928  0.000
C -7.9198 -10.3511 8.7486  0.000
C -9.2869 -10.6587 8.7063  0.000
H -12.1532 -13.2962 6.4445  0.000
H -10.5382 -13.9397 6.8296  0.000
H -12.7325 -14.6505 5.0382  0.000
H -14.7533 -14.9347 3.6194  0.000
H -16.7730 -16.2330 4.4622  0.000
H -16.7261 -16.9487 6.9028  0.002
H -14.8545 -16.4267 8.3965  0.003
H -10.4030 -14.7888 10.2043  0.000
H -10.8535 -15.3037 12.5551  0.000
H -13.2340 -14.8763 13.3672  0.000
H -15.0130 -14.4304 11.7527  0.000
H -14.5864 -14.2078 9.4102  0.000
H -13.7696 -11.0336 9.4146  0.000
H -15.1192 -9.3278 8.1861  0.000
H -14.2528 -8.2070 6.2350  0.000
H -12.1657 -9.1399 5.0581  0.000
H -10.8031 -10.8442 6.3437  0.000
H -9.0100 -13.9913 8.4877  0.000
H -6.7131 -13.5499 8.8768  0.000
H -5.8775 -11.1648 8.9583  0.000
H -7.7181 -9.2634 8.7606  0.000
H -10.0094 -9.7940 8.6841  0.000

Results
total charge	-2
spin multiplicity	2
HOMO energy (spin up / spin down)	-0.0418 / -0.0397	Ha
gap between HOMO and LUMO (spin up / spin down)	4.8 / 4.7	eV

***

Results for energy relative to the best compared isomer or geometry (same formula, charge and spin): 0.00 45.73 8.32 (in kcal/mol, following the order of the records).